[1]
Below is a 2-piece molecular cluster, C32H31BF6O3S overall at a distorted geometry, with properties calculated with ωB97M-V/def2-TZVPD.

* relative energy (zero: lowest compared OMol25 entry of this formula, charge and spin): 0.00 kcal per mole
* multiplicity: 1
* charge: 0
* orbital gap: 0.091 hartree

Each line ends with the Löwdin charge.
Geometry (Å):
1 C -2.589 2.609 -7.114  -0.14
2 C -2.479 2.354 -5.658  -0.61
3 C -3.354 2.799 -4.678  -0.14
4 C -3.016 2.321 -3.362  -0.13
5 C -1.880 1.554 -3.368  -0.36
6 B -1.192 0.860 -2.108  -0.98
7 C -1.990 -0.565 -1.975  -0.04
8 C -1.495 -1.676 -2.628  0.05
9 C -2.085 -2.912 -2.387  -0.12
10 C -1.537 -4.152 -3.019  -0.52
11 F -2.530 -5.053 -3.298  0.11
12 F -0.884 -3.881 -4.183  0.12
13 F -0.649 -4.785 -2.189  0.11
14 C -3.160 -3.038 -1.527  0.03
15 C -3.655 -1.903 -0.916  -0.12
16 C -4.795 -2.035 0.044  -0.52
17 F -4.424 -1.663 1.312  0.10
18 F -5.839 -1.231 -0.323  0.12
19 F -5.268 -3.310 0.131  0.11
20 C -3.098 -0.648 -1.158  0.05
21 O 0.188 0.670 -2.442  -0.03
22 C 1.106 0.616 -1.371  -0.14
23 C 0.848 1.726 -0.303  -0.50
24 C 1.646 1.381 0.913  -0.07
25 C 1.251 3.080 -0.852  -0.02
26 C -0.657 1.735 0.113  -0.14
27 O -1.512 1.729 -1.010  0.00
28 S -1.174 1.424 -4.964  1.07
29 H -3.462 3.244 -7.297  0.07
30 H -1.682 3.114 -7.470  0.07
31 H -2.703 1.662 -7.656  0.07
32 H -4.215 3.436 -4.895  0.10
33 H -3.612 2.520 -2.470  0.11
34 H -0.663 -1.595 -3.322  0.13
35 H -3.620 -4.004 -1.350  0.13
36 H -3.535 0.241 -0.707  0.14
37 H 1.026 -0.392 -0.913  0.13
38 H 2.115 0.729 -1.808  0.14
39 H 1.497 2.075 1.744  0.10
40 H 1.281 0.409 1.239  0.04
41 H 2.714 1.280 0.706  0.11
42 H 1.084 3.851 -0.090  0.09
43 H 2.315 3.058 -1.112  0.09
44 H 0.649 3.301 -1.746  0.11
45 H -0.898 0.846 0.733  0.12
46 H -0.893 2.643 0.698  0.13
47 C 7.070 1.246 2.526  -0.04
48 O 6.667 -0.130 2.312  -0.06
49 C 5.360 -0.417 2.562  -0.23
50 C 4.896 -1.720 2.236  0.02
51 C 3.550 -1.988 2.244  0.01
52 C 2.600 -1.006 2.657  -0.21
53 C 1.194 -1.243 2.450  0.11
54 C 0.237 -1.119 3.495  -0.18
55 C -0.891 -1.996 3.534  0.02
56 C -1.919 -1.773 4.440  -0.04
57 C -1.892 -0.644 5.282  -0.02
58 C -0.729 0.137 5.360  -0.04
59 C 0.352 -0.149 4.534  0.01
60 C 3.113 0.232 3.145  -0.05
61 C 4.461 0.512 3.140  0.01
62 H 8.093 1.293 2.154  0.10
63 H 6.425 1.937 1.965  0.10
64 H 7.039 1.491 3.596  0.10
65 H 5.637 -2.463 1.942  0.13
66 H 3.177 -2.964 1.924  0.13
67 H 0.896 -1.799 1.533  0.16
68 H -0.907 -2.849 2.853  0.13
69 H -2.761 -2.468 4.490  0.12
70 H -2.743 -0.408 5.924  0.12
71 H -0.656 0.965 6.076  0.12
72 H 1.285 0.384 4.682  0.10
73 H 2.447 1.039 3.457  0.10
74 H 4.827 1.476 3.521  0.12

Atoms 1-2, force components in eV/Å:
0.2 0.0 -0.2
-0.7 0.4 1.3

---

[2]
Below is C27H14BrCuF3N4S3 as an isolated structure at a distorted geometry, with properties calculated with ωB97M-V/def2-TZVPD.

* relative energy (zero: lowest compared OMol25 entry of this formula, charge and spin): 3.96 kcal per mole
* multiplicity: 2
* charge: -2
* orbital gap (spin up / spin down): 0.191 / 0.197 hartree

Each line ends with the natural charge from an NBO analysis.
Geometry (Å):
1 Cu -0.794 0.475 -0.152  1.04
2 S 0.317 1.060 1.627  -0.35
3 C 1.965 1.072 1.105  0.08
4 C 2.978 1.079 2.095  -0.27
5 C 4.301 1.129 1.723  -0.19
6 C 4.629 1.163 0.368  -0.33
7 C 3.579 1.133 -0.532  0.04
8 N 2.296 1.097 -0.194  -0.46
9 H 2.677 1.037 3.133  0.21
10 H 5.082 1.138 2.477  0.19
11 H 5.657 1.209 0.032  0.19
12 H 3.767 1.136 -1.605  0.17
13 S -2.143 2.542 -0.330  -0.36
14 C -3.678 1.780 -0.032  -0.18
15 C -4.758 2.530 0.426  -0.14
16 C -5.965 1.933 0.792  -0.21
17 C -7.030 2.747 1.260  0.31
18 N -7.877 3.444 1.617  -0.39
19 C -6.089 0.530 0.692  -0.20
20 C -5.045 -0.210 0.144  -0.18
21 C -3.842 0.381 -0.243  -0.19
22 S -2.570 -0.547 -0.961  -0.33
23 C -7.248 -0.107 1.214  0.31
24 N -8.180 -0.613 1.667  -0.39
25 H -4.648 3.602 0.520  0.21
26 H -5.163 -1.280 0.031  0.22
27 Br 2.218 7.889 -0.858  0.00
28 C 1.561 6.090 -0.787  -0.04
29 C 1.633 5.301 -1.918  -0.31
30 C 1.141 4.004 -1.807  0.07
31 N 0.625 3.512 -0.694  -0.38
32 C 0.569 4.288 0.378  0.07
33 C 1.024 5.605 0.387  -0.30
34 H 2.051 5.670 -2.843  0.22
35 H 1.162 3.328 -2.656  0.20
36 H 0.143 3.836 1.266  0.24
37 H 0.953 6.216 1.276  0.22
38 F 1.721 -8.363 0.666  -0.34
39 C 2.117 -7.739 -0.476  0.97
40 F 3.433 -8.019 -0.616  -0.34
41 F 1.482 -8.408 -1.479  -0.34
42 C 1.813 -6.285 -0.484  -0.16
43 C 0.477 -5.889 -0.384  -0.19
44 C 0.152 -4.552 -0.440  -0.20
45 C 1.156 -3.575 -0.595  -0.06
46 C 2.490 -3.992 -0.705  -0.22
47 C 2.814 -5.336 -0.653  -0.20
48 C 0.775 -2.211 -0.616  -0.22
49 C 0.337 -1.070 -0.613  -0.36
50 H -0.293 -6.643 -0.272  0.21
51 H -0.874 -4.218 -0.371  0.23
52 H 3.260 -3.243 -0.834  0.22
53 H 3.843 -5.655 -0.748  0.21

Atoms 1-2, force components in eV/Å:
-0.2 0.4 -0.9
0.6 0.4 1.0

---

[3]
Below is one molecule with the formula C3H8O2S at a distorted geometry, with properties calculated with ωB97M-V/def2-TZVPD.

* structure (SMILES): C=[S@@](C)(=O)OC
* relative energy (zero: lowest compared OMol25 entry of this formula, charge and spin): 104.15 kcal per mole
* multiplicity: 1
* charge: 0
* orbital gap: 0.354 hartree

Each line ends with the natural charge from an NBO analysis.
Geometry (Å):
1 C 2.075 -0.444 1.120  -0.98
2 S 0.783 -0.189 0.071  1.94
3 C 0.311 1.507 -0.347  -0.83
4 O 0.900 -0.848 -1.219  -0.93
5 O -0.836 -0.596 0.748  -0.73
6 C -1.822 -0.845 -0.317  -0.27
7 H 2.138 -1.522 1.338  0.24
8 H 1.932 0.079 2.092  0.23
9 H 0.939 1.861 -1.251  0.26
10 H -0.547 1.216 -0.947  0.25
11 H 0.281 2.247 0.371  0.25
12 H -2.321 -1.735 -0.082  0.20
13 H -1.346 -0.865 -1.255  0.20
14 H -2.487 0.133 -0.323  0.17

Atoms 1-2, force components in eV/Å:
-1.8 0.5 0.3
-0.3 -0.3 1.1

---

[4]
Below is a 2-piece molecular cluster, C4H9BrO2S overall at a distorted geometry, with properties calculated with ωB97M-V/def2-TZVPD.

* relative energy (zero: lowest compared OMol25 entry of this formula, charge and spin): 55.39 kcal per mole
* multiplicity: 1
* charge: 0
* orbital gap (spin up / spin down): 0.306 / 0.306 hartree

Each line ends with the natural charge from an NBO analysis.
Geometry (Å):
1 C -0.496 -2.618 -0.800  -0.61
2 C -0.507 2.622 1.051  -0.86
3 C -0.372 -1.069 -0.614  -0.52
4 C 0.560 -0.753 0.465  -0.29
5 O 0.193 1.653 -1.357  -0.95
6 O 1.902 2.283 0.318  -0.93
7 S 0.646 1.695 0.021  1.97
8 Br 2.443 -1.076 0.391  0.09
9 H -1.017 -3.062 0.003  0.21
10 H -0.945 -2.907 -1.793  0.22
11 H 0.651 -2.808 -0.947  0.21
12 H -1.328 2.575 0.399  0.25
13 H -0.443 2.117 2.019  0.25
14 H 0.047 3.654 1.135  0.27
15 H -0.153 -0.544 -1.526  0.26
16 H -1.415 -0.832 -0.280  0.22
17 H 0.234 -0.931 1.516  0.21

Atoms 1-2, force components in eV/Å:
3.4 1.2 -3.1
3.2 1.2 0.1

---

[5]
Below is one molecule with the formula Br2H4Si2 at a distorted geometry, with properties calculated with ωB97M-V/def2-TZVPD.

* structure (SMILES): [SiH3][SiH](Br)Br
* relative energy (zero: lowest compared OMol25 entry of this formula, charge and spin): 13.54 kcal per mole
* multiplicity: 1
* charge: 0
* orbital gap: 0.379 hartree

Each line ends with the natural charge from an NBO analysis.
Geometry (Å):
1 Si 0.628 0.658 -0.808  0.36
2 Si -0.644 -0.761 0.651  0.68
3 Br -2.622 0.234 0.626  -0.30
4 Br 0.344 -0.914 2.623  -0.27
5 H 1.841 0.799 -0.062  -0.15
6 H 0.362 2.106 -1.243  -0.09
7 H 1.081 0.046 -2.217  -0.11
8 H -0.990 -2.168 0.431  -0.13

Atoms 1-2, force components in eV/Å:
0.6 -0.1 -2.2
-0.2 0.4 -0.4

---

> Which of these has the lowest charge?

C27H14BrCuF3N4S3

---

> Look up the relative energy (zero: lowest compared OMol25 entry of this formula, charge and spin) of the second one.

3.96 kcal per mole

---

> What is the formula in the third record?

C3H8O2S